(1)
Molecular formula: C35H32Br6N6O6
Method: DFT, wB97M-V/def2-TZVPD

Last column: Mulliken charge in e.
Element x y z (Å)
C: -0.14078 -2.37110 -1.48793  -0.36
Br: -1.69925 -2.40513 -2.65368  -0.01
Br: 0.93258 -0.63548 -1.60530  0.00
Br: 0.95926 -3.89821 -2.15580  -0.03
H: -0.54052 -2.52863 -0.48618  0.39
C: -4.17644 -0.37469 4.67042  -0.38
Br: -5.39122 1.01593 3.82320  -0.02
Br: -2.55504 0.45904 5.54370  -0.02
Br: -3.56171 -1.55390 3.18490  0.01
H: -4.65300 -0.96972 5.44946  0.40
C: 6.04022 3.91326 -0.97255  -0.33
C: 6.90423 4.87288 -0.47479  -0.59
C: 7.21971 5.95289 -1.24626  -0.05
C: 6.70626 6.16712 -2.49932  0.09
C: 5.82656 5.19615 -3.03689  -0.24
C: 5.42150 4.06472 -2.22963  -0.59
N: 7.29677 7.28913 -3.28641  0.92
O: 8.34846 7.80947 -2.97078  -0.57
O: 6.67432 7.65306 -4.24120  -0.56
H: 5.82383 3.05009 -0.36057  0.39
H: 7.42498 4.62565 0.43851  0.39
H: 7.92743 6.60920 -0.76171  0.35
H: 5.46309 5.17867 -4.05374  0.39
H: 4.67169 3.38159 -2.60045  0.41
C: -5.55282 2.90714 -1.20204  -0.30
C: -4.41007 2.48991 -1.91901  -0.41
C: -3.38713 3.41207 -2.20661  -0.32
C: -3.51556 4.71628 -1.73818  0.12
C: -4.77012 5.19546 -1.14873  -0.40
C: -5.78469 4.23535 -0.83585  -0.51
N: -2.40495 5.65442 -2.03773  0.99
O: -1.33064 5.13563 -2.28060  -0.58
O: -2.59029 6.83657 -1.88275  -0.59
H: -6.30621 2.13999 -1.10064  0.36
H: -4.46474 1.50083 -2.34928  0.39
H: -2.46982 2.99934 -2.59981  0.45
H: -4.88717 6.21103 -0.80042  0.41
H: -6.74147 4.40279 -0.36369  0.39
C: -0.27369 4.21629 2.97256  -0.37
C: -0.67844 5.23374 3.83631  -0.69
C: 0.36944 5.86802 4.58309  -0.07
C: 1.70047 5.46350 4.45228  -0.12
C: 2.02182 4.49618 3.46818  -0.12
C: 1.03204 3.88059 2.74901  -0.56
N: 2.79566 6.14275 5.24081  0.96
O: 2.51665 6.78876 6.20128  -0.58
O: 3.94920 6.09721 4.89953  -0.58
H: -0.99591 3.67193 2.38223  0.41
H: -1.72610 5.46326 3.96329  0.42
H: 0.00777 6.63084 5.25665  0.39
H: 3.04322 4.28740 3.18612  0.45
H: 1.31151 3.13098 2.02349  0.46
N: -1.95975 -6.73940 1.33131  -0.42
C: -2.88837 -7.50512 0.70878  -0.27
C: -3.68225 -8.47451 1.37746  -0.30
C: -3.47104 -8.75451 2.71115  -0.25
C: -2.42054 -8.05010 3.30956  -0.42
C: -1.70531 -7.05378 2.59935  -0.14
H: -3.04992 -7.26395 -0.33147  0.39
H: -4.39838 -9.09486 0.85909  0.33
H: -4.07571 -9.49998 3.20617  0.39
H: -2.22150 -8.23652 4.35456  0.32
H: -0.94486 -6.44019 3.05936  0.38
N: 4.64439 -2.21440 2.48750  -0.55
C: 4.10762 -1.15299 3.18994  -0.25
C: 2.72290 -1.03511 3.44903  -0.46
C: 1.90502 -2.03396 3.03027  -0.27
C: 2.41323 -3.14836 2.36088  -0.35
C: 3.79561 -3.15078 2.05362  -0.24
H: 4.88133 -0.46949 3.50713  0.41
H: 2.32899 -0.18122 3.98016  0.42
H: 0.86020 -2.05569 3.30285  0.49
H: 1.80590 -3.98240 2.04163  0.44
H: 4.24393 -3.98022 1.52689  0.38
N: -3.27920 -6.12055 -5.82923  -0.49
C: -4.12227 -7.12687 -6.03223  -0.23
C: -3.69004 -8.23438 -6.74449  -0.30
C: -2.37653 -8.30037 -7.14331  -0.21
C: -1.51882 -7.22320 -7.06381  -0.35
C: -1.98446 -6.16594 -6.26832  -0.19
H: -5.10772 -6.99253 -5.61124  0.39
H: -4.24908 -9.14666 -6.89154  0.34
H: -2.13134 -9.12815 -7.79219  0.33
H: -0.53969 -7.34506 -7.50295  0.35
H: -1.27326 -5.40896 -5.97240  0.37

Forces on atoms 1 to 2 (eV/Å):
C 0.5793 0.0584 -1.3548
Br 0.1825 0.5360 0.3320

## Properties
- relative energy (zero: lowest compared OMol25 entry of this formula, charge and spin) (kcal per mole) = 68.2
- multiplicity = 1
- frontier orbital gap (eV) = 8.80
- E (eV) = -478281.8611
- lowest unoccupied orbital energy (hartree) = -0.0343

(2)
Molecular formula: C35H32BrKN4O4P2S
Method: DFT, wB97M-V/def2-TZVPD

Last column: Mulliken charge in e.
Element x y z (Å)
K: -1.07351 -1.16705 -1.62270  0.98
O: 1.41672 -0.79926 -1.96028  -0.97
P: 2.17167 0.28286 -1.30223  1.04
C: 1.66685 1.98163 -1.82337  -1.20
P: -0.01650 2.41453 -1.23843  0.97
O: -0.86060 1.22009 -1.07549  -0.48
C: -0.62252 3.61129 -2.45117  0.49
C: -0.74398 4.97279 -2.19983  -0.30
C: -1.22664 5.80923 -3.19698  -0.71
C: -1.58924 5.28737 -4.42946  -0.48
C: -1.47944 3.92552 -4.67777  -0.69
C: -0.99650 3.08639 -3.68704  -0.67
C: 0.19109 3.24606 0.36121  0.33
C: 1.09512 4.27744 0.60186  -0.09
C: 1.19571 4.81715 1.87476  -0.79
C: 0.39748 4.33023 2.90165  -0.55
C: -0.50413 3.30201 2.66201  -0.58
C: -0.60863 2.75805 1.39093  -0.78
C: 2.03016 0.22551 0.49612  0.74
C: 2.57104 1.23900 1.28842  -0.04
C: 2.45753 1.17868 2.66650  -1.01
C: 1.80059 0.11076 3.26098  -0.74
C: 1.25810 -0.89552 2.47695  -0.47
C: 1.36754 -0.84849 1.09398  -1.11
C: 3.93202 0.26788 -1.76847  0.52
C: 4.20008 0.04930 -3.11751  -0.55
C: 5.50869 0.03270 -3.57281  -0.65
C: 6.55344 0.22562 -2.67937  -0.46
C: 6.28983 0.42481 -1.33206  -0.72
C: 4.98127 0.44483 -0.87121  -0.28
H: 1.68684 1.96594 -2.91671  0.71
H: 2.40699 2.72038 -1.50895  0.59
H: -0.47873 5.37054 -1.22892  0.38
H: -1.32777 6.86952 -3.00555  0.41
H: -1.96941 5.94398 -5.20129  0.38
H: -1.77575 3.51809 -5.63512  0.41
H: -0.91989 2.01774 -3.85290  0.40
H: 1.71985 4.65846 -0.19905  0.44
H: 1.89739 5.61901 2.06722  0.40
H: 0.48191 4.75501 3.89401  0.43
H: -1.12133 2.91734 3.46309  0.46
H: -1.29287 1.94219 1.18660  0.50
H: 3.07351 2.08162 0.82977  0.58
H: 2.87390 1.97235 3.27350  0.43
H: 1.71122 0.06991 4.33911  0.43
H: 0.74623 -1.73378 2.93161  0.49
H: 0.92482 -1.65506 0.51611  0.64
H: 3.37373 -0.13098 -3.79534  0.38
H: 5.71633 -0.14105 -4.62052  0.39
H: 7.57591 0.20734 -3.03345  0.38
H: 7.10809 0.55503 -0.63556  0.40
H: 4.77852 0.57490 0.18352  0.41
C: -3.76370 -2.14119 4.61364  -1.14
C: -4.37918 -1.54169 3.40354  1.01
N: -5.63521 -1.27327 3.24440  -0.86
N: -5.70587 -0.75215 1.98502  0.25
C: -4.51403 -0.68871 1.35017  0.03
S: -4.17647 -0.14288 -0.17613  -0.42
N: -3.66488 -1.20746 2.28279  0.43
N: -2.27428 -1.23222 2.12262  -0.54
H: -4.53498 -2.27943 5.36545  0.35
H: -2.98617 -1.48365 5.00615  0.29
H: -3.31819 -3.10776 4.36940  0.16
H: -6.58697 -0.47772 1.59170  0.15
H: -1.92562 -2.01644 2.66827  0.10
H: -2.11262 -1.53524 1.15882  0.19
Br: -1.65297 -4.77335 2.41500  -0.15
C: -1.63117 -5.84009 0.84706  0.43
C: -1.61503 -7.21136 1.06151  -0.69
C: -1.61575 -8.07367 -0.02148  -0.37
C: -1.64592 -7.56321 -1.30881  -0.62
C: -1.67378 -6.19466 -1.50540  -0.47
C: -1.65788 -5.29629 -0.43611  0.17
C: -1.64947 -3.80697 -0.80952  0.71
O: -1.30529 -2.99049 0.08484  -0.54
O: -1.96103 -3.53066 -1.98821  -0.85
H: -1.60430 -7.60087 2.06976  0.40
H: -1.59821 -9.14370 0.14284  0.37
H: -1.65159 -8.23326 -2.15923  0.36
H: -1.71213 -5.77156 -2.49844  0.44

Forces on atoms 1 to 2 (eV/Å):
K -0.4653 0.0490 -0.4065
O -0.1616 -0.2678 -0.5542

## Properties
- multiplicity = 1
- frontier orbital gap (eV) = 7.65
- E (eV) = -166749.9474
- lowest unoccupied orbital energy (hartree) = 0.0083

(3)
Molecular formula: C35H32CoN11S2
Method: DFT, wB97M-V/def2-TZVPD

Last column: Mulliken spin population.
Element x y z (Å)
Co: -0.58933 0.05460 0.20448  1.03
C: -3.51824 1.76985 -4.05587  -0.01
C: -2.32342 1.08853 -4.23200  0.00
C: -1.39397 1.03274 -3.20613  -0.01
C: -1.65584 1.65003 -1.98528  0.00
C: -2.86186 2.32909 -1.81132  -0.01
C: -3.78251 2.39079 -2.84320  0.00
N: -0.70062 1.58524 -0.93948  -0.06
C: 0.03496 2.67449 -0.63865  0.01
C: -0.08279 3.93453 -1.28121  -0.01
C: 0.65100 5.00610 -0.84694  0.00
C: 1.53924 4.90799 0.24334  0.00
C: 1.71417 3.70190 0.85875  0.00
C: 0.99528 2.57525 0.41176  0.01
N: 1.11838 1.32378 0.93087  0.01
N: 1.84203 1.06402 1.92460  0.00
C: 1.62020 -0.33832 2.31958  0.00
C: 2.62197 -0.96006 3.25958  0.00
C: 3.12583 -2.10600 2.81107  0.00
C: 2.00509 -3.66581 0.90538  0.00
C: 0.86239 -3.12014 0.01370  0.00
N: 0.61629 -1.72277 0.41245  0.01
H: -4.24105 1.81729 -4.85947  0.00
H: -2.11156 0.59624 -5.17237  0.00
H: -0.45337 0.51269 -3.33666  0.00
H: -3.06340 2.82064 -0.86710  0.00
H: -4.71189 2.92761 -2.70310  0.00
H: -0.76948 4.03995 -2.10898  0.00
H: 0.54016 5.96062 -1.34526  0.00
H: 2.07891 5.78101 0.58240  0.00
H: 2.38961 3.57099 1.69330  0.00
H: 2.84022 -0.50529 4.21580  0.00
H: 3.83770 -2.72241 3.34456  0.00
H: 2.68358 -4.32496 0.36203  0.00
H: 0.96216 -3.27209 -1.05776  0.00
C: -3.64781 -3.60839 -2.97079  0.00
N: -2.95145 -3.98060 -1.75798  0.00
C: -3.17677 -5.10477 -0.99148  0.00
C: -2.32969 -5.06610 0.05143  0.00
N: -1.57459 -3.90676 -0.07687  0.00
C: -1.97178 -3.22720 -1.20196  0.00
S: -1.41646 -1.78361 -1.85104  -0.01
C: -0.45398 -3.51751 0.72553  0.01
C: -0.03955 -4.42660 1.84473  0.00
C: 1.28237 -4.45121 1.96791  0.00
C: 2.75527 -2.38554 1.37928  0.00
C: 1.81053 -1.21287 1.05036  -0.02
N: -0.56400 -2.11344 1.20328  -0.01
H: -4.30670 -4.42026 -3.26634  0.00
H: -2.92747 -3.40581 -3.76159  0.00
H: -4.22381 -2.69758 -2.80519  0.00
H: -3.92010 -5.83572 -1.25390  0.00
H: -2.19688 -5.75173 0.86709  0.00
H: -0.75124 -4.88972 2.51512  0.00
H: 1.82554 -4.99149 2.73120  0.00
H: 3.66934 -2.30900 0.78519  0.00
H: 2.29236 -0.57411 0.31156  0.01
N: -2.36196 1.99540 2.19317  0.00
C: -1.74076 1.02658 2.89111  0.00
C: -2.07244 0.67234 4.21507  0.00
C: -1.23057 -0.17909 4.88487  0.00
C: -0.02383 -0.58820 4.29982  0.00
C: 0.22453 -0.21415 2.99523  0.01
N: -0.69703 0.45769 2.28793  0.02
H: -3.30789 2.25282 2.40500  0.00
H: -2.11278 2.06124 1.21519  0.00
H: -2.94730 1.09599 4.68995  0.00
H: -1.46335 -0.49625 5.89322  0.00
H: 0.69110 -1.16960 4.86163  0.00
H: -0.40162 -2.06221 2.20503  0.00
S: -3.56250 -0.62072 0.30942  -0.01
C: -4.61257 -0.46960 1.59546  0.01
N: -4.84440 -1.60073 2.36996  0.00
C: -5.69469 -1.61646 3.41379  0.00
C: -6.36726 -0.48384 3.74723  0.00
C: -6.13129 0.64496 2.93623  0.00
N: -5.29566 0.65410 1.92631  0.00
H: -4.34772 -2.43238 2.08530  0.00
H: -5.80537 -2.55138 3.94520  0.00
H: -7.04788 -0.44959 4.58245  0.00
H: -6.65009 1.57761 3.13417  0.00

Forces on atoms 1 to 2 (eV/Å):
Co 0.5082 0.7723 -1.1986
C 0.0271 -0.0548 -0.0094

## Properties
- relative energy (zero: lowest compared OMol25 entry of this formula, charge and spin) (kcal per mole) = 133.9
- multiplicity = 2
- frontier orbital gap (spin up / spin down) (eV) = 6.31 / 6.53
- expectation value of S² = 0.77
- net charge = +1
- E (eV) = -112494.2020
- lowest unoccupied orbital energy (spin up / spin down) (hartree) = -0.1095 / -0.1009

Question: Look up the multiplicity of the second one.
Answer: 1